# 1
Molecular formula: C7H9NO
Method: DFT, wB97M-V/def2-TZVPD

```
! RIJCOSX wB97M-V def2-TZVPD def2/J DEFGRID3
* xyz 0 1
C 2.481 0.623 -0.231
C 0.867 0.292 -0.025
C 0.609 -0.634 1.234
C -0.296 -1.367 0.199
C -1.293 -0.331 -0.172
C -2.616 -0.368 -0.288
C -0.487 0.914 -0.180
H 2.533 1.176 -1.218
H 3.344 1.128 0.683
H 3.212 -0.337 -0.410
H 0.187 -0.566 2.165
H 1.535 -1.189 1.403
H -0.456 -2.438 0.421
H 0.810 -1.025 -1.819
H -3.336 0.596 -0.153
H -3.211 -1.473 -0.164
N 0.979 -1.158 -0.800
O -0.882 2.181 0.183
*
```

The calculation puts the energy at -401.8627 Ha. The value obtained for the energy above the lowest of the compared OMol25 structures with the same formula, charge and spin is 7.573 eV. For the LUMO energy, the calculation gives -0.01929 Eh.


# 2
Molecular formula: C3H2F3O2
Method: DFT, wB97M-V/def2-TZVPD

```
! RIJCOSX wB97M-V def2-TZVPD def2/J DEFGRID3
* xyz -1 1
C 2.857 -0.341 -0.021
C -0.360 0.551 -0.712
C 0.924 1.185 -0.016
O 2.541 -0.899 0.960
O 3.392 -0.004 -1.029
F -1.550 1.378 -0.757
F 1.036 2.523 -0.493
F 0.835 1.350 1.407
H -0.604 -0.389 -0.378
H -0.094 0.507 -1.914
*
```

The calculation puts the energy at -565.5963 Ha. The value obtained for the energy above the lowest of the compared OMol25 structures with the same formula, charge and spin is 1.423 eV. For the LUMO energy, the calculation gives 0.14600 Eh.


Number 1: orbital gap 0.32954 hartree, E_HOMO -9.49 eV. Number 2: orbital gap 0.24714 hartree, E_HOMO -2.75 eV.